(1)
Density functional theory data (wB97M-V/def2-TZVPD) for a cluster of 3 separate species, C3H10O4 in total at a distorted geometry.

Last column: Löwdin charge in e.
Atoms and positions in Å:
C (0.55, -2.08, 0.67)  -0.08
C (-0.28, -0.91, 0.06)  -0.14
C (-1.65, -1.37, -0.39)  -0.51
O (-1.96, -2.52, -0.18)  0.10
O (-2.43, -0.51, -1.11)  0.09
H (0.96, -2.59, -0.18)  0.07
H (1.33, -1.90, 1.40)  0.07
H (-0.20, -2.72, 1.12)  0.06
H (0.35, -0.64, -0.79)  0.11
H (-0.36, -0.03, 0.70)  0.11
H (-3.30, -0.74, -0.74)  0.12
O (-2.09, 4.96, -0.39)  -0.07
H (-1.59, 4.37, 0.20)  0.03
H (-1.36, 5.29, -0.93)  0.03
O (3.66, 0.36, 0.09)  -0.06
H (4.47, 0.13, -0.38)  0.03
H (3.90, 0.91, 0.86)  0.04

* total charge: 0
* calculated total energy: -11462.889 eV
* LUMO energy: 0.54 eV
* strongest force on any atom: 1.7 eV/A
* Kohn-Sham gap: 11.05 eV
* SMILES: CCC(=O)O.O.O

***

(2)
Density functional theory data (wB97M-V/def2-TZVPD) for a cluster of 5 separate species, C21H41F9N5O7S in total at a distorted geometry.

Last column: Löwdin charge in e.
Atoms and positions in Å:
N (-1.83, -2.38, 6.02)  0.16
C (-3.18, -2.26, 5.70)  -0.53
O (-3.98, -3.09, 6.01)  0.13
C (-3.66, -1.03, 4.92)  -0.09
C (-4.18, -1.59, 3.59)  -0.09
N (-4.32, -0.53, 2.57)  -0.01
C (-4.69, 0.73, 2.75)  -0.04
N (-4.81, 1.41, 1.62)  0.19
C (-4.49, 0.55, 0.65)  -0.36
N (-4.50, 0.85, -0.64)  0.24
N (-4.16, -0.68, 1.20)  -0.02
S (-3.75, -2.10, 0.37)  0.79
O (-4.44, -3.16, 1.00)  -0.17
O (-3.94, -1.82, -1.00)  -0.20
C (-1.91, -2.39, 0.58)  -0.45
F (-1.67, -3.01, 1.74)  0.15
F (-1.65, -3.24, -0.41)  0.16
C (-1.00, -1.12, 0.39)  -0.35
F (-1.68, -0.23, -0.37)  0.14
F (0.08, -1.51, -0.30)  0.18
C (-0.50, -0.47, 1.70)  -0.34
F (-1.43, -0.57, 2.68)  0.15
F (0.62, -1.10, 2.08)  0.18
C (-0.17, 1.04, 1.53)  -0.58
F (0.33, 1.47, 2.68)  0.21
F (-1.29, 1.72, 1.30)  0.18
F (0.69, 1.24, 0.57)  0.22
H (-1.38, -3.11, 5.47)  0.11
H (-1.33, -1.52, 5.82)  0.09
H (-4.47, -0.59, 5.49)  0.13
H (-2.85, -0.33, 4.78)  0.11
H (-5.14, -2.06, 3.76)  0.15
H (-3.50, -2.35, 3.22)  0.11
H (-4.92, 1.14, 3.72)  0.16
H (-4.54, 0.16, -1.37)  0.11
H (-4.54, 1.83, -0.87)  0.15
C (2.05, -3.60, -3.17)  -0.06
C (0.88, -4.52, -3.45)  -0.49
C (-0.34, -3.75, -3.92)  -0.06
O (0.56, -5.29, -2.29)  -0.05
H (1.80, -2.89, -2.37)  0.07
H (2.92, -4.17, -2.83)  0.08
H (2.34, -3.03, -4.05)  0.08
H (1.17, -5.25, -4.21)  0.14
H (-0.67, -3.05, -3.15)  0.06
H (-1.17, -4.42, -4.12)  0.08
H (-0.13, -3.18, -4.83)  0.08
H (0.31, -4.67, -1.59)  0.06
C (1.23, 6.04, -0.25)  -0.05
C (-0.06, 5.26, -0.48)  -0.50
C (0.21, 3.91, -1.11)  -0.06
O (-0.96, 6.02, -1.29)  -0.05
H (1.73, 6.22, -1.20)  0.08
H (1.01, 7.00, 0.21)  0.08
H (1.91, 5.49, 0.40)  0.08
H (-0.58, 5.12, 0.48)  0.13
H (0.68, 4.03, -2.09)  0.07
H (-0.72, 3.36, -1.27)  0.07
H (0.87, 3.30, -0.49)  0.06
H (-0.53, 6.17, -2.14)  0.09
C (3.70, -3.12, 1.68)  -0.06
C (4.59, -2.89, 2.89)  -0.50
C (4.04, -3.58, 4.13)  -0.06
O (4.75, -1.49, 3.13)  -0.05
H (2.70, -2.70, 1.87)  0.06
H (4.11, -2.62, 0.81)  0.08
H (3.59, -4.18, 1.46)  0.08
H (5.59, -3.27, 2.68)  0.14
H (3.06, -3.17, 4.38)  0.07
H (4.70, -3.40, 4.99)  0.08
H (3.94, -4.65, 3.98)  0.08
H (3.88, -1.13, 3.33)  0.08
C (3.00, 4.03, -6.70)  -0.06
C (3.11, 4.87, -5.43)  -0.50
C (3.20, 4.00, -4.19)  -0.07
O (1.99, 5.75, -5.33)  -0.06
H (2.10, 3.41, -6.67)  0.08
H (2.93, 4.67, -7.57)  0.08
H (3.86, 3.37, -6.81)  0.08
H (3.99, 5.51, -5.49)  0.14
H (2.30, 3.39, -4.09)  0.07
H (3.28, 4.62, -3.29)  0.07
H (4.07, 3.34, -4.22)  0.08
H (1.19, 5.21, -5.28)  0.08

* total charge: +1
* calculated total energy: -79509.422 eV
* LUMO energy: -4.05 eV
* strongest force on any atom: 1.3 eV/A
* Kohn-Sham gap: 7.84 eV

***

(3)
Density functional theory data (wB97M-V/def2-TZVPD) for a structure of composition C28H34CuF2NOPSb.

Last column: Mulliken spin population.
Atoms and positions in Å:
Cu (-1.10, -0.37, -0.53)  0.47
C (-5.27, 0.73, 1.31)  0.00
C (-3.79, 0.36, 1.26)  0.05
C (-3.32, -0.19, 2.61)  0.00
C (-2.97, 1.56, 0.78)  -0.02
C (-2.87, 2.73, 1.77)  0.00
O (-1.47, 3.05, 1.79)  0.00
C (-0.81, 2.11, 1.10)  0.02
N (-1.55, 1.22, 0.55)  -0.01
C (0.65, 2.28, 1.07)  0.00
C (1.18, 3.19, 2.00)  0.00
C (2.53, 3.49, 2.02)  0.00
C (3.38, 2.89, 1.11)  0.00
C (2.88, 1.99, 0.19)  0.00
C (1.52, 1.66, 0.16)  0.01
P (0.98, 0.46, -1.12)  0.08
C (1.10, 1.36, -2.69)  0.00
C (-0.10, 1.68, -3.33)  -0.01
C (-0.09, 2.38, -4.52)  0.00
C (1.12, 2.76, -5.09)  0.00
C (2.32, 2.44, -4.46)  0.00
C (2.31, 1.74, -3.27)  0.00
C (2.29, -0.79, -1.17)  0.00
C (2.50, -1.50, -2.35)  0.01
C (3.42, -2.54, -2.38)  0.00
C (4.12, -2.87, -1.23)  0.01
C (3.91, -2.18, -0.05)  0.00
C (2.98, -1.15, -0.01)  0.01
H (-5.87, -0.13, 1.60)  0.00
H (-5.64, 1.09, 0.35)  0.00
H (-5.44, 1.52, 2.05)  0.00
H (-3.65, -0.43, 0.51)  0.03
H (-3.67, 0.44, 3.43)  0.00
H (-2.23, -0.25, 2.66)  0.00
H (-3.73, -1.19, 2.76)  0.00
H (-3.39, 1.89, -0.17)  -0.03
H (-3.18, 2.47, 2.78)  0.00
H (-3.42, 3.61, 1.45)  0.00
H (0.51, 3.67, 2.70)  0.00
H (2.91, 4.19, 2.75)  0.00
H (4.44, 3.12, 1.12)  0.00
H (3.55, 1.51, -0.50)  0.00
H (-1.04, 1.36, -2.88)  0.02
H (-1.02, 2.62, -5.02)  0.00
H (1.13, 3.31, -6.02)  0.00
H (3.25, 2.73, -4.92)  0.00
H (3.25, 1.47, -2.80)  0.00
H (1.96, -1.23, -3.25)  0.00
H (3.59, -3.08, -3.29)  0.00
H (4.85, -3.68, -1.26)  0.00
H (4.45, -2.45, 0.85)  0.00
H (2.82, -0.60, 0.91)  0.00
C (-2.07, -3.74, 2.49)  0.01
Sb (-0.72, -2.54, 1.34)  0.05
C (0.48, -1.83, 2.99)  0.02
C (0.59, -4.13, 0.75)  0.01
H (-1.49, -4.49, 3.02)  0.00
H (-2.78, -4.23, 1.83)  0.00
H (-2.60, -3.11, 3.20)  0.00
H (0.82, -2.68, 3.58)  0.00
H (-0.10, -1.16, 3.63)  0.00
H (1.34, -1.30, 2.60)  0.00
H (0.94, -4.63, 1.66)  0.00
H (1.44, -3.74, 0.19)  0.00
H (0.04, -4.84, 0.14)  0.00
F (-2.37, -1.30, -2.79)  0.04
C (-1.41, -1.77, -1.95)  0.21
F (-1.87, -2.98, -1.47)  0.02
H (-0.52, -1.99, -2.55)  0.00

* total charge: +1
* expectation value of S²: 0.75
* calculated total energy: -99020.412 eV
* LUMO energy (alpha / beta): -2.96 / -4.12 eV
* strongest force on any atom: 1.0 eV/A
* Kohn-Sham gap (alpha / beta): 7.81 / 7.00 eV
* 2S+1: 2

***

(4)
Density functional theory data (wB97M-V/def2-TZVPD) for a structure of composition C5H5N at a distorted geometry.

Last column: Löwdin charge in e.
Atoms and positions in Å:
C (1.09, 1.16, -0.23)  -0.13
C (-1.13, 0.50, -0.55)  -0.08
C (1.55, -0.78, -0.03)  -0.17
C (-0.22, 1.32, 0.38)  -0.03
C (0.22, -0.07, -0.28)  -0.23
N (2.24, 0.49, -0.10)  0.02
H (-2.19, 0.16, -0.13)  0.13
H (-1.26, 0.77, -1.68)  0.12
H (1.67, -1.19, 1.01)  0.13
H (1.63, -1.45, -0.91)  0.13
H (-0.30, 1.66, 1.37)  0.11

* total charge: 0
* calculated total energy: -6748.851 eV
* LUMO energy: 0.55 eV
* strongest force on any atom: 3.1 eV/A
* Kohn-Sham gap: 8.58 eV

***

(5)
Density functional theory data (wB97M-V/def2-TZVPD) for a structure of composition C42H41BeClO2P2 at a distorted geometry.

Last column: Löwdin charge in e.
Atoms and positions in Å:
Be (-0.07, -0.02, 4.73)  0.43
C (-2.13, -0.10, 5.59)  -0.08
C (-2.24, -0.42, 4.24)  -0.08
C (-2.72, 0.52, 3.16)  -0.17
C (-1.58, 1.28, 2.45)  -0.16
C (-0.45, 1.70, 3.36)  -0.12
C (-0.58, 2.18, 4.66)  -0.10
C (-1.90, 2.45, 5.36)  -0.15
C (-2.39, 1.25, 6.21)  -0.15
C (1.98, 0.24, 4.60)  -0.12
H (-2.08, -0.93, 6.30)  0.13
H (-2.24, -1.48, 3.98)  0.12
H (-3.44, 1.23, 3.58)  0.10
H (-3.27, -0.06, 2.41)  0.11
H (-1.15, 0.63, 1.67)  0.10
H (-1.98, 2.16, 1.92)  0.13
H (0.51, 1.85, 2.87)  0.11
H (0.30, 2.64, 5.10)  0.12
H (-2.65, 2.73, 4.63)  0.10
H (-1.77, 3.31, 6.02)  0.12
H (-1.88, 1.27, 7.18)  0.10
H (-3.47, 1.37, 6.42)  0.13
H (2.50, -0.20, 5.46)  -0.02
H (2.25, 1.30, 4.54)  -0.02
H (2.35, -0.26, 3.70)  -0.04
P (0.05, -2.56, -4.73)  1.02
P (2.18, 0.53, -4.99)  1.01
C (-0.31, -0.89, -5.34)  -0.33
C (0.42, 0.24, -5.32)  -0.35
C (-0.88, -3.69, -5.82)  -0.41
C (-2.05, -3.31, -6.50)  -0.10
C (-2.70, -4.22, -7.34)  -0.08
C (-2.19, -5.51, -7.49)  -0.09
C (-1.03, -5.90, -6.81)  -0.08
C (-0.38, -4.99, -5.99)  -0.11
C (-0.99, -2.53, -3.21)  -0.37
C (-0.59, -1.68, -2.16)  -0.10
C (-1.32, -1.63, -0.97)  -0.09
C (-2.43, -2.45, -0.79)  -0.10
C (-2.82, -3.31, -1.82)  -0.09
C (-2.11, -3.35, -3.02)  -0.08
C (2.65, 1.31, -6.60)  -0.38
C (2.65, 0.49, -7.74)  -0.11
C (3.02, 1.00, -8.98)  -0.09
C (3.42, 2.33, -9.10)  -0.09
C (3.45, 3.15, -7.96)  -0.09
C (3.06, 2.64, -6.72)  -0.09
C (2.23, 1.94, -3.83)  -0.42
C (3.32, 2.03, -2.96)  -0.11
C (3.42, 3.08, -2.05)  -0.08
C (2.41, 4.05, -1.99)  -0.09
C (1.32, 3.97, -2.85)  -0.09
C (1.23, 2.93, -3.78)  -0.10
H (-1.34, -0.81, -5.68)  0.05
H (-0.07, 1.15, -5.67)  0.06
H (-2.44, -2.31, -6.37)  0.09
H (-3.59, -3.92, -7.87)  0.10
H (-2.70, -6.22, -8.15)  0.10
H (-0.63, -6.90, -6.94)  0.10
H (0.54, -5.27, -5.49)  0.10
H (0.29, -1.05, -2.28)  0.10
H (-1.00, -0.96, -0.17)  0.08
H (-2.99, -2.42, 0.14)  0.09
H (-3.68, -3.96, -1.69)  0.10
H (-2.42, -4.02, -3.81)  0.10
H (2.36, -0.56, -7.66)  0.10
H (3.00, 0.36, -9.86)  0.10
H (3.72, 2.73, -10.06)  0.10
H (3.77, 4.18, -8.04)  0.10
H (3.07, 3.28, -5.85)  0.09
H (4.08, 1.26, -2.98)  0.10
H (4.27, 3.13, -1.37)  0.10
H (2.48, 4.86, -1.27)  0.10
H (0.53, 4.72, -2.81)  0.10
H (0.38, 2.87, -4.45)  0.09
Cl (0.35, 1.05, 13.16)  0.64
C (0.38, 0.60, 11.47)  -0.65
C (0.55, -0.74, 11.10)  -0.09
C (0.57, -1.10, 9.75)  0.00
C (0.42, -0.13, 8.75)  -0.13
C (0.25, 1.22, 9.13)  -0.01
C (0.23, 1.58, 10.48)  -0.10
C (0.40, -0.51, 7.32)  -0.47
O (0.57, -1.76, 6.96)  -0.03
O (0.11, 0.39, 6.40)  -0.18
H (0.67, -1.50, 11.86)  0.10
H (0.70, -2.15, 9.49)  0.12
H (0.12, 1.99, 8.39)  0.11
H (0.10, 2.61, 10.76)  0.10

* total charge: 0
* calculated total energy: -79813.446 eV
* LUMO energy (alpha / beta): -0.04 / -0.04 eV
* strongest force on any atom: 5.6 eV/A
* Kohn-Sham gap (alpha / beta): 7.50 / 7.50 eV

***

(6)
Density functional theory data (wB97M-V/def2-TZVPD) for the ion C5H8O with charge -1 at a distorted geometry.

Last column: Mulliken spin population.
Atoms and positions in Å:
O (-0.71, -2.38, 1.87)  0.18
C (-0.54, -1.10, 1.92)  0.58
C (-0.52, -0.13, 0.70)  0.09
C (0.77, -0.10, -0.02)  0.00
C (0.79, 0.57, -1.43)  0.01
C (-0.36, 1.22, -1.68)  -0.01
H (0.15, -0.77, 2.71)  0.10
H (-0.56, 0.83, 1.17)  0.01
H (-1.39, -0.41, 0.22)  0.05
H (0.97, -1.20, -0.21)  0.01
H (1.64, -0.09, 0.58)  -0.01
H (1.40, 0.18, -2.20)  0.00
H (-0.68, 1.60, -2.63)  0.00
H (-0.95, 1.76, -0.99)  0.00

* total charge: -1
* expectation value of S²: 0.75
* calculated total energy: -7358.722 eV
* LUMO energy (alpha / beta): 3.96 / 3.94 eV
* strongest force on any atom: 4.5 eV/A
* Kohn-Sham gap (alpha / beta): 3.77 / 6.67 eV
* 2S+1: 2